(1)
Density functional theory data (wB97M-V/def2-TZVPD) for an isolated molecule of C17H15NO7S.

The geometry in XYZ format:
```
41
Properties=species:S:1:pos:R:3:mulliken_charge:R:1
S 0.756 -1.292 1.157 1.318
O -2.532 -4.023 -2.900 -0.452
O 2.010 5.047 1.894 -0.503
O 0.704 -1.961 2.421 -0.707
O 2.041 -0.917 0.647 -0.655
O 3.009 3.250 2.934 -0.488
O -2.006 1.121 -0.359 -0.753
O -0.454 -2.238 -3.683 -0.437
N -0.220 0.094 1.232 -0.337
C 0.050 -1.895 -1.394 -0.441
C -1.125 -3.115 0.324 -0.378
C -1.714 -3.425 -1.987 0.660
C -0.171 -2.195 -0.067 -0.340
C 1.934 2.811 2.232 0.617
C 1.317 3.900 1.593 0.525
C -1.047 -3.149 -4.585 -0.451
C 3.080 4.646 2.719 -0.276
C -1.477 2.221 -0.214 1.558
C 0.293 1.358 1.324 -0.055
C -0.710 -2.521 -2.373 0.342
C -1.898 -3.730 -0.642 -0.891
C -0.328 2.446 0.660 0.233
C 0.205 3.746 0.822 -1.171
C 1.437 1.542 2.119 -0.878
C -2.494 -3.421 -4.178 -0.440
C -2.016 3.400 -0.987 -1.531
H -2.978 -4.118 -4.863 0.343
H -0.990 -2.687 -5.571 0.343
H 3.019 5.169 3.686 0.249
H 1.889 0.698 2.607 0.549
H -2.397 4.156 -0.304 0.389
H -1.239 3.842 -1.605 0.395
H -2.829 3.055 -1.622 0.351
H -2.663 -4.443 -0.383 0.446
H -0.486 -4.093 -4.584 0.283
H -0.245 4.603 0.355 0.427
H 4.037 4.893 2.232 0.257
H -1.064 0.064 0.650 0.609
H -3.049 -2.473 -4.159 0.292
H -1.247 -3.329 1.373 0.494
H 0.818 -1.192 -1.672 0.505
```

Computed properties:
Energy = -44528.8040 eV
Total charge = 0
SMILES string = CC(=O)c1cc2c(cc1NS(=O)(=O)c1ccc3c(c1)OCCO3)OCO2
Energy relative to the best compared isomer or geometry (same formula, charge and spin) = 0.0 kJ/mol

---

(2)
Density functional theory data (wB97M-V/def2-TZVPD) for a structure of composition C17H15O4PV.

The geometry in XYZ format:
```
38
Properties=species:S:1:pos:R:3:mulliken_charge:R:1
V 0.266 -0.029 -0.017 -0.429
P 0.191 -1.252 2.190 1.253
O -2.615 -1.153 0.162 -0.155
O 0.412 2.549 1.670 -0.168
O 3.124 -1.192 -0.157 -0.143
O 0.055 1.404 -2.719 -0.139
C -1.180 -3.415 3.404 -0.451
C -2.089 -0.381 3.450 -0.684
C 0.035 -3.947 1.376 -0.546
C -0.686 -0.342 3.491 0.761
C -0.405 -2.985 2.310 0.942
C 0.129 0.828 -1.704 0.576
C -2.185 1.403 5.085 -0.538
C -0.790 1.396 5.176 -0.673
C 1.882 -1.445 2.804 -1.657
C -2.829 0.489 4.249 -0.781
C -1.488 -4.773 3.552 -0.719
C -1.511 -0.760 0.065 0.523
C -0.249 -5.303 1.557 -0.702
C 2.017 -0.806 -0.153 0.512
C -0.985 -5.729 2.665 -0.545
C 0.362 1.588 0.997 0.560
C -0.036 0.526 4.385 -0.427
H 2.431 -0.503 2.770 0.487
H -0.288 2.107 5.838 0.426
H 2.396 -2.216 2.229 0.530
H -2.110 -5.076 4.387 0.423
H 0.625 -3.627 0.515 0.277
H -1.535 -2.710 4.156 0.432
H -2.604 -1.063 2.769 0.430
H -3.920 0.453 4.199 0.411
H 1.810 -1.796 3.839 0.456
H 0.123 -6.032 0.830 0.414
H -2.776 2.131 5.652 0.432
H -0.032 -2.767 -1.802 -0.016
H -1.152 -6.788 2.841 0.423
H -0.033 -2.249 -2.348 0.166
H 1.051 0.571 4.444 0.340
```

Computed properties:
Energy = -61019.0347 eV
Total charge = +2
2S+1 = 4

---

(3)
Density functional theory data (wB97M-V/def2-TZVPD) for a structure of composition C17H16AsIN8O6PtS.

The geometry in XYZ format:
```
51
Properties=species:S:1:pos:R:3:mulliken_charge:R:1
Pt 0.272 0.399 0.475 1.713
I -5.722 0.550 1.975 0.132
As 1.583 3.332 0.341 1.116
S 2.684 0.474 -1.547 1.535
O 2.203 0.235 -0.130 -0.780
O 0.471 4.688 0.605 -0.669
O 2.430 -0.685 -2.366 -0.708
O 0.796 2.144 1.314 -0.988
O 3.071 3.808 0.764 -0.729
O 4.007 1.015 -1.519 -0.676
N 0.752 -1.359 2.420 -0.078
N -1.596 0.797 1.131 -0.149
N -1.766 1.929 1.818 0.061
N -0.994 -5.076 -1.746 -0.351
N -0.334 -3.803 0.036 -0.730
N -0.230 -1.468 -0.216 -0.602
N -0.979 -2.807 -2.025 -0.737
N -0.969 -0.530 -2.198 -0.118
C -3.039 2.073 2.202 -0.181
C 1.246 -1.290 3.648 -0.121
C -2.774 0.193 1.070 -0.082
C 1.162 2.889 -1.506 0.199
C -0.077 3.582 -3.466 -0.646
C -0.074 -2.600 0.496 0.387
C 0.598 -3.733 2.625 -1.006
C 1.101 -3.654 3.917 -0.368
C 0.325 3.792 -2.150 -0.371
C -0.715 -1.627 -1.481 0.758
C 0.445 -2.549 1.920 0.974
C 0.361 2.467 -4.150 -0.552
C 1.194 1.552 -3.515 -0.691
C -0.759 -3.855 -1.245 0.202
C 1.435 -2.417 4.438 -0.846
C -3.727 0.969 1.740 -0.722
C 1.596 1.750 -2.203 -0.202
H -0.566 0.344 -1.882 -0.182
H 0.062 2.302 -5.177 0.416
H -0.732 4.298 -3.945 0.407
H 1.022 5.402 0.954 0.307
H -0.019 4.664 -1.615 0.585
H -0.713 -5.879 -1.213 0.242
H 1.541 0.665 -4.027 0.565
H 1.842 -2.321 5.435 0.383
H -1.119 -0.662 -3.184 0.375
H -2.893 -0.744 0.553 0.468
H 0.338 -4.677 2.172 0.451
H -1.194 -5.165 -2.726 0.253
H -0.922 2.506 1.920 0.336
H -3.367 2.933 2.759 0.468
H 1.504 -0.298 4.000 0.520
H 1.236 -4.553 4.503 0.430
```

Computed properties:
Energy = -125117.6894 eV
Total charge = 0
Energy relative to the best compared isomer or geometry (same formula, charge and spin) = 0.0 kJ/mol

---

(4)
Density functional theory data (wB97M-V/def2-TZVPD) for a structure of composition C17H16BF4IrN2O2S.

The geometry in XYZ format:
```
44
Properties=species:S:1:pos:R:3:mulliken_charge:R:1
Ir 0.365 1.698 1.680 1.148
S 0.888 1.592 -1.568 1.428
F 0.962 -2.632 1.214 -0.302
F 1.322 -1.236 3.011 -0.355
F 0.468 -0.372 1.035 0.060
F -0.817 -1.792 2.368 -0.331
O 0.452 2.384 -2.682 -0.770
O 2.149 1.888 -0.940 -0.715
N -1.568 1.059 1.200 -0.112
N -0.211 1.751 -0.339 -0.499
C 0.046 -0.480 -3.122 -0.643
C -1.392 1.090 -0.136 1.069
C 1.337 3.541 2.176 -0.431
C 0.114 2.323 3.723 -0.520
C 0.887 -2.736 -2.931 0.895
C -3.455 -0.023 -0.426 -0.362
C 1.755 -0.997 -1.497 -0.349
C 2.156 2.492 2.659 -0.549
C 0.035 3.419 2.781 -0.451
C 0.878 -4.178 -3.356 -1.425
C -3.625 -0.046 0.957 -0.844
C -2.334 0.544 -1.001 -0.956
C -2.639 0.498 1.752 -0.039
C 0.045 -1.805 -3.530 -0.803
C 1.745 -2.313 -1.918 -0.697
C 1.384 1.735 3.612 -0.301
C 0.893 -0.089 -2.096 0.028
B 0.480 -1.581 1.948 -0.059
H -0.614 -2.117 -4.332 0.328
H -2.683 0.473 2.832 0.395
H 2.396 -3.027 -1.431 0.381
H -2.184 0.569 -2.069 0.454
H 1.865 -4.488 -3.702 0.348
H 2.411 -0.676 -0.702 0.502
H -0.790 4.087 2.597 0.461
H 0.608 -4.822 -2.517 0.319
H -0.578 0.254 -3.614 0.656
H -4.497 -0.495 1.408 0.405
H 1.694 0.825 4.094 0.496
H -4.215 -0.458 -1.062 0.415
H 0.165 -4.351 -4.162 0.350
H 1.643 4.274 1.448 0.468
H -0.701 1.935 4.314 0.442
H 3.158 2.283 2.325 0.464
```

Computed properties:
Energy = -50190.3020 eV
Total charge = 0
Energy relative to the best compared isomer or geometry (same formula, charge and spin) = 53.8 kJ/mol

---

(5)
Density functional theory data (wB97M-V/def2-TZVPD) for a structure of composition C17H16BrF3IN2O5.

The geometry in XYZ format:
```
45
Properties=species:S:1:pos:R:3:mulliken_charge:R:1
I 2.557 0.991 3.575 -0.588
Br -3.575 -4.456 1.775 -0.121
F 1.644 0.431 -5.045 -0.252
F 3.055 -1.213 -3.979 -0.263
F 3.204 1.090 -3.349 -0.253
O -3.137 -2.952 -3.705 -0.531
O -1.275 -0.218 -5.031 -0.286
O -0.114 -1.930 -4.508 -0.152
O -0.259 0.403 1.342 -0.197
O -3.256 -0.931 1.312 -0.499
N 2.046 1.202 -0.563 -0.057
N -1.043 -1.383 -5.311 0.200
C -1.882 2.139 2.424 -0.698
C -3.021 -3.831 -1.229 -0.360
C 3.156 -0.393 1.199 -0.789
C -1.398 -1.196 -0.573 0.374
C -0.090 1.876 4.348 -0.731
C -0.898 1.748 1.161 -0.394
C -2.631 -1.717 0.429 0.412
C -0.972 3.004 3.505 -0.511
C 1.071 -0.292 -2.650 0.426
C 2.245 0.034 -3.747 0.705
C -0.232 -0.148 -0.052 -0.183
C -0.124 -1.346 -3.158 -0.595
C -3.064 -3.316 0.199 -0.046
C -2.545 -2.868 -2.511 0.274
C 3.320 0.455 -0.225 -0.263
C 0.985 0.277 -1.115 -0.418
C -1.327 -1.789 -2.135 0.619
H -0.277 3.745 2.923 0.296
H -2.393 1.221 2.942 0.267
H 4.281 1.120 -0.157 0.347
H 2.127 -0.987 1.182 0.060
H 4.011 -1.195 1.334 0.337
H -0.034 2.518 0.962 0.246
H -0.679 0.861 4.306 0.239
H -1.522 1.652 0.157 0.474
H 2.225 2.030 -1.176 0.344
H 0.921 1.746 3.761 0.035
H -2.729 2.890 2.055 0.289
H 0.086 2.191 5.462 0.306
H -3.327 -4.954 -1.429 0.302
H -1.747 3.564 4.213 0.286
H 3.469 -0.368 -1.066 0.154
H 3.146 0.295 2.148 0.193
```

Computed properties:
Energy = -117380.7915 eV
Total charge = -1
Energy relative to the best compared isomer or geometry (same formula, charge and spin) = 1690.4 kJ/mol

---

(6)
Density functional theory data (wB97M-V/def2-TZVPD) for an isolated molecule of C17H16BrN3O3S.

The geometry in XYZ format:
```
41
Properties=species:S:1:pos:R:3:mulliken_charge:R:1
Br -0.246 0.584 2.084 -0.134
S 5.341 0.465 -0.675 -0.414
O -3.096 -1.047 0.394 -0.549
O 0.599 1.272 -2.368 -0.662
O -3.122 -1.817 -1.713 -0.378
N 2.843 1.143 -0.868 -0.346
N 3.286 -0.899 0.209 -0.106
N 1.572 1.327 -0.343 0.094
C 3.729 0.203 -0.443 0.004
C -3.021 2.652 -1.050 -0.752
C -2.593 1.746 1.122 -0.677
C 1.317 -1.457 -1.106 -0.001
C 1.500 -2.207 1.171 -0.819
C -1.736 2.319 -1.425 -0.641
C 0.052 -2.001 -1.177 -0.214
C 2.031 -1.513 0.088 0.189
C -1.946 -3.104 -0.143 -1.074
C -0.518 -2.626 -0.073 0.454
C -3.454 2.361 0.233 -0.497
C -0.837 1.709 -0.545 0.987
C -1.300 1.428 0.739 0.298
C -3.842 -0.678 -2.161 -0.654
C 0.490 1.399 -1.166 0.285
C -2.793 -1.879 -0.421 0.848
C 0.231 -2.748 1.090 -0.901
H -1.383 2.520 -2.426 0.450
H -0.187 -3.250 1.949 0.309
H -4.441 -0.266 -1.346 0.332
H -2.926 1.497 2.117 0.409
H 1.747 -0.977 -1.971 0.464
H 2.067 -2.286 2.086 0.395
H -0.503 -1.932 -2.101 0.494
H 4.009 -1.420 0.686 0.301
H -4.479 -1.008 -2.979 0.299
H 3.248 1.918 -1.380 0.259
H -2.247 -3.544 0.807 0.421
H -4.459 2.603 0.544 0.416
H -2.080 -3.820 -0.954 0.321
H -3.141 0.082 -2.512 0.203
H 1.511 1.516 0.651 0.186
H -3.684 3.127 -1.757 0.401
```

Computed properties:
Energy = -109379.6038 eV
Total charge = 0
SMILES string = COC(=O)Cc1ccc(NC(=S)NNC(=O)c2ccccc2Br)cc1
Energy relative to the best compared isomer or geometry (same formula, charge and spin) = 75.4 kJ/mol

---

> Look up the total charge of the first one.

0